(1)
Below is 2 unconnected molecules or ions with the total composition C4H15N4, with properties calculated with wB97M-V/def2-TZVPD.

HOMO energy	-12.693	eV
molar mass	119.19	g/mol
total charge	+1
largest force on an atom	0.75	eV Å⁻¹
gap between HOMO and LUMO	9.81	eV

Each line ends with the Mulliken charge.
CARTESIAN COORDINATES (ANGSTROEM)
1 N 1.743 0.057 0.176  -0.6363
2 C 0.929 0.305 1.375  -0.4397
3 C 0.480 -1.007 2.015  -0.3752
4 N -0.524 -0.724 3.013  -0.6038
5 H 2.088 -0.891 0.135  0.2339
6 H 2.540 0.660 0.082  0.2005
7 H 0.055 0.900 1.090  0.1879
8 H 1.439 0.924 2.113  0.3981
9 H 0.047 -1.663 1.267  0.1670
10 H 1.388 -1.502 2.380  0.3104
11 H -0.923 -1.538 3.451  0.2382
12 H -0.089 -0.245 3.780  0.2302
13 C -0.297 1.957 -2.228  -0.8602
14 N -0.279 0.554 -1.827  -0.0697
15 C -1.332 -0.180 -1.993  0.2737
16 N -1.520 -1.398 -1.509  -0.2719
17 H 0.701 2.250 -2.553  0.3084
18 H -0.519 2.603 -1.379  0.3242
19 H -1.003 2.127 -3.031  0.3440
20 H 0.500 0.303 -1.145  0.2552
21 H -2.118 0.167 -2.655  0.3315
22 H -0.891 -1.845 -0.870  0.2084
23 H -2.415 -1.813 -1.686  0.2453

Cartesian forces (eV/Å) of the 2 atoms listed first:
-0.497 -0.172 -0.441
-0.258 0.113 -0.126

***

(2)
Below is a molecular structure, C2H2FN3O, with properties calculated with wB97M-V/def2-TZVPD.

HOMO energy	-9.473	eV
molar mass	103.06	g/mol
total charge	0
largest force on an atom	4.28	eV Å⁻¹
gap between HOMO and LUMO	9.98	eV

Each line ends with the Mulliken charge.
CARTESIAN COORDINATES (ANGSTROEM)
1 C 0.425 0.155 -0.081  0.6051
2 C -1.613 0.096 -0.080  0.5437
3 H 2.371 0.224 0.534  0.3185
4 H 1.719 -1.483 0.031  0.2877
5 N 1.675 -0.408 -0.143  -0.5530
6 N 0.045 1.373 -0.066  -0.4071
7 N -1.383 1.343 -0.079  -0.2922
8 O -0.536 -0.739 -0.094  -0.2672
9 F -2.702 -0.562 -0.022  -0.2353

Cartesian forces (eV/Å) of the 2 atoms listed first:
1.903 -0.367 -0.107
0.486 -0.174 0.012

***

(3)
Below is 14 unconnected molecules or ions with the total composition C44H102BN4O34, with properties calculated with wB97M-V/def2-TZVPD.

HOMO energy (alpha / beta)	-9.072 / -9.072	eV
multiplicity	2
molar mass	1242.11	g/mol
total charge	0
<S²>	0.756
largest force on an atom	5.52	eV Å⁻¹
gap between HOMO and LUMO (alpha / beta)	7.52 / 2.23	eV

Each line ends with the Mulliken charge.
CARTESIAN COORDINATES (ANGSTROEM)
1 O -2.983 -0.899 3.004  -0.4926
2 C -2.074 -0.289 2.366  0.1240
3 O -0.856 -0.679 2.097  -0.2292
4 B -0.077 0.260 1.229  0.5501
5 O -1.082 1.353 1.040  0.1132
6 C -2.297 1.005 1.601  0.2117
7 O -3.323 1.657 1.644  -0.7195
8 O 0.383 -0.316 -0.073  -0.1138
9 C 1.623 -0.146 -0.207  0.3866
10 O 2.263 -0.460 -1.249  -0.3426
11 C 2.212 0.448 1.090  0.6266
12 O 1.156 0.722 1.919  -0.5387
13 O 3.424 0.536 1.282  -0.6069
14 C -3.879 -3.725 5.024  -0.7042
15 N -5.061 -4.294 4.306  0.9960
16 O -4.807 -5.276 3.634  -0.5814
17 O -6.109 -3.745 4.387  -0.5396
18 H -2.964 -3.919 4.464  0.2194
19 H -3.856 -4.362 5.909  0.3636
20 H -3.988 -2.651 5.175  0.2399
21 C 4.746 -3.030 -1.921  0.0665
22 N 4.509 -4.547 -1.935  0.9813
23 O 5.267 -5.263 -1.268  -0.6101
24 O 3.542 -4.971 -2.598  -0.4991
25 H 5.027 -2.636 -0.944  -0.1765
26 H 3.716 -2.698 -2.050  -0.2135
27 H 5.491 -2.711 -2.649  0.4236
28 C -6.134 -0.191 3.516  -0.0487
29 N -7.229 -0.560 4.451  1.0190
30 O -8.362 -0.718 4.071  -0.5737
31 O -6.929 -0.767 5.660  -0.5880
32 H -5.958 -1.142 3.013  0.2304
33 H -5.249 0.159 4.047  0.2513
34 H -6.490 0.549 2.798  -0.2030
35 C 4.897 0.507 -3.395  -0.2038
36 N 5.858 1.600 -3.055  1.0119
37 O 7.061 1.421 -3.236  -0.5550
38 O 5.413 2.673 -2.687  -0.5688
39 H 5.386 0.039 -4.249  0.2600
40 H 4.062 1.077 -3.803  -0.0654
41 H 4.735 -0.175 -2.560  0.0202
42 C -5.955 -2.285 -3.526  -0.7930
43 O -5.671 -0.956 -3.196  -0.3808
44 C -4.814 -0.801 -2.012  -0.2602
45 C -4.391 0.653 -1.843  0.1193
46 O -5.381 1.649 -1.894  -0.4691
47 C -6.370 1.635 -0.911  -0.3944
48 H -5.091 -2.894 -3.791  0.2714
49 H -6.751 -2.291 -4.271  0.2990
50 H -6.341 -2.864 -2.687  0.3040
51 H -3.959 -1.441 -2.227  0.3131
52 H -5.361 -1.126 -1.127  0.2734
53 H -3.573 0.961 -2.494  0.4198
54 H -3.944 0.699 -0.850  -0.3593
55 H -7.031 2.468 -1.149  0.2003
56 H -5.921 1.560 0.080  0.1127
57 H -6.906 0.697 -1.059  0.2739
58 C 6.476 -0.182 0.492  -0.4116
59 O 7.678 0.464 0.004  -0.4659
60 C 7.583 1.863 0.091  0.0201
61 C 8.889 2.578 -0.331  -0.7110
62 O 10.006 2.311 0.516  -0.3575
63 C 10.069 3.193 1.670  -0.7623
64 H 6.193 0.144 1.493  0.3880
65 H 6.663 -1.254 0.559  0.1675
66 H 5.710 0.028 -0.254  0.1199
67 H 7.233 2.203 1.066  0.3384
68 H 6.782 2.170 -0.581  0.0923
69 H 8.736 3.641 -0.519  0.4278
70 H 9.073 2.074 -1.280  0.2078
71 H 10.244 4.251 1.476  0.3203
72 H 10.949 2.901 2.244  0.2938
73 H 9.296 3.118 2.436  0.2909
74 C 0.958 -3.506 2.040  -0.2467
75 O 1.079 -4.622 1.105  -0.2413
76 C 2.344 -4.870 0.604  0.3944
77 C 3.440 -5.315 1.656  -0.8971
78 O 3.706 -4.276 2.599  -0.1875
79 C 4.542 -3.250 2.141  -0.5343
80 H 1.199 -3.914 3.022  0.5503
81 H -0.086 -3.233 2.193  0.0478
82 H 1.538 -2.600 1.862  0.1652
83 H 2.683 -4.007 0.031  -0.2350
84 H 2.298 -5.685 -0.118  0.4984
85 H 4.326 -5.783 1.227  0.4867
86 H 2.930 -6.065 2.260  0.3087
87 H 4.056 -2.544 1.468  0.0403
88 H 5.452 -3.696 1.739  0.5189
89 H 4.842 -2.670 3.013  0.3389
90 C 2.000 3.011 -3.033  -1.0452
91 O 0.658 3.448 -3.023  -0.4759
92 C -0.132 2.558 -2.246  0.2968
93 C -1.478 3.215 -1.976  0.5753
94 O -2.262 3.205 -3.210  -0.5031
95 C -3.301 4.164 -3.075  -0.6878
96 H 2.661 3.823 -3.337  0.4521
97 H 2.136 2.232 -3.783  0.3949
98 H 2.508 2.645 -2.141  0.3276
99 H 0.384 2.326 -1.314  -0.7032
100 H -0.342 1.650 -2.812  0.6247
101 H -1.285 4.221 -1.604  -0.3046
102 H -2.027 2.621 -1.244  0.1057
103 H -3.935 3.870 -2.238  0.2312
104 H -3.911 4.195 -3.978  0.3240
105 H -2.941 5.193 -3.066  0.2896
106 C -3.930 -3.300 0.494  -0.8904
107 O -3.128 -3.404 -0.660  -0.3652
108 C -1.724 -3.402 -0.322  0.6439
109 C -0.922 -3.376 -1.696  0.0164
110 O -1.272 -4.357 -2.586  -0.4344
111 C -0.540 -5.586 -2.363  -0.6013
112 H -3.970 -2.281 0.878  0.0719
113 H -3.605 -3.820 1.396  0.4049
114 H -4.949 -3.561 0.205  0.4485
115 H -1.464 -4.367 0.113  0.3171
116 H -1.418 -2.550 0.284  -0.4774
117 H 0.148 -3.351 -1.491  -0.0789
118 H -1.171 -2.400 -2.114  0.2550
119 H 0.514 -5.535 -2.636  0.1329
120 H -1.072 -6.391 -2.869  0.3391
121 H -0.575 -5.862 -1.309  0.2441
122 C 4.895 -1.188 -7.764  -0.6795
123 O 5.744 -1.527 -6.687  -0.3710
124 C 5.521 -2.781 -5.953  -0.6768
125 C 4.085 -3.043 -5.423  -0.4115
126 O 3.673 -1.980 -4.580  0.1291
127 C 2.285 -2.092 -4.227  -0.9194
128 H 4.013 -0.615 -7.478  0.2123
129 H 4.532 -2.090 -8.256  0.3178
130 H 5.430 -0.585 -8.498  0.2907
131 H 6.182 -2.755 -5.087  0.2641
132 H 5.774 -3.639 -6.576  0.4670
133 H 4.083 -4.015 -4.929  0.2155
134 H 3.494 -3.125 -6.335  0.4811
135 H 2.019 -3.063 -3.809  0.4164
136 H 1.673 -1.894 -5.107  0.4148
137 H 2.008 -1.355 -3.474  -0.0284
138 C 1.965 7.654 -2.537  -0.7086
139 O 1.521 7.357 -1.266  -0.4047
140 C 0.227 6.721 -1.297  0.0263
141 C -0.365 6.531 0.114  -0.5377
142 O 0.557 5.910 0.998  -0.4831
143 C 0.484 4.474 1.010  -0.1804
144 H 2.757 8.401 -2.590  0.3163
145 H 1.250 7.790 -3.349  0.3423
146 H 2.399 6.722 -2.899  0.1595
147 H 0.282 5.769 -1.823  -0.0334
148 H -0.449 7.421 -1.790  0.4193
149 H -1.204 5.846 -0.012  0.2338
150 H -0.777 7.408 0.614  0.3968
151 H 1.191 4.025 1.708  0.3453
152 H 0.645 4.003 0.040  -0.0752
153 H -0.523 4.159 1.286  0.2702
154 C -10.021 5.709 0.562  -0.7980
155 O -9.366 4.726 1.337  -0.2816
156 C -9.856 3.417 1.137  -0.5848
157 C -9.139 2.466 2.138  -0.8388
158 O -7.788 2.116 1.776  -0.2243
159 C -6.988 3.312 1.865  -0.8144
160 H -9.702 6.750 0.612  0.2672
161 H -11.099 5.681 0.717  0.3066
162 H -9.881 5.450 -0.488  0.3234
163 H -9.671 3.089 0.114  0.3125
164 H -10.928 3.350 1.326  0.5045
165 H -9.665 1.522 2.283  0.3947
166 H -9.038 2.900 3.133  0.4735
167 H -7.071 4.088 1.103  0.2682
168 H -5.956 2.978 1.974  0.0917
169 H -7.253 3.842 2.780  0.5710
170 C 0.379 -2.878 7.368  -0.7860
171 O 1.033 -2.911 6.059  -0.3479
172 C 0.827 -1.772 5.262  -0.3206
173 C 2.138 -1.261 4.705  0.5908
174 O 2.873 -0.282 5.508  -0.4338
175 C 3.604 -0.891 6.563  -0.5750
176 H 0.774 -3.644 8.035  0.2667
177 H -0.691 -3.082 7.358  0.2360
178 H 0.450 -1.898 7.840  0.3650
179 H 0.244 -0.983 5.736  0.5743
180 H 0.162 -2.120 4.471  -0.0092
181 H 1.937 -0.909 3.693  -0.3841
182 H 2.786 -2.109 4.482  0.1661
183 H 4.112 -0.037 7.010  0.3077
184 H 4.361 -1.560 6.154  0.2123
185 H 2.919 -1.300 7.305  0.2114

Cartesian forces (eV/Å) of the 2 atoms listed first:
3.873 1.995 -2.032
-3.595 -2.065 1.039

***

What is the total charge in the first record?
+1

***

What did the second record say?
Below is a molecular structure, C2H2FN3O, with properties calculated with wB97M-V/def2-TZVPD.

HOMO energy	-9.473	eV
molar mass	103.06	g/mol
total charge	0
largest force on an atom	4.28	eV Å⁻¹
gap between HOMO and LUMO	9.98	eV

Each line ends with the Mulliken charge.
CARTESIAN COORDINATES (ANGSTROEM)
1 C 0.425 0.155 -0.081  0.6051
2 C -1.613 0.096 -0.080  0.5437
3 H 2.371 0.224 0.534  0.3185
4 H 1.719 -1.483 0.031  0.2877
5 N 1.675 -0.408 -0.143  -0.5530
6 N 0.045 1.373 -0.066  -0.4071
7 N -1.383 1.343 -0.079  -0.2922
8 O -0.536 -0.739 -0.094  -0.2672
9 F -2.702 -0.562 -0.022  -0.2353

Cartesian forces (eV/Å) of the 2 atoms listed first:
1.903 -0.367 -0.107
0.486 -0.174 0.012